# 1
DFT (the ωB97M-V functional and the def2-TZVPD basis) results for a structure of composition C41H26F6N7O6PbS2Se.

CARTESIAN COORDINATES (ANGSTROEM)
Pb  0.0934  1.0771  0.7163
C  -0.1185  -1.3692  4.1786
O  -0.2877  -1.9604  2.8903
C  -0.0774  -3.2757  2.7730
C  0.3258  -4.1026  3.8186
C  0.5320  -5.4552  3.6152
C  0.3337  -6.0255  2.3659
C  -0.0657  -5.2274  1.3157
C  -0.2560  -3.8583  1.5096
N  -0.6082  -3.1117  0.3576
N  -0.3575  -3.4831  -0.8431
C  -1.0122  -2.6712  -1.6662
C  -1.6803  -1.7273  -0.8901
O  -1.4420  -2.0135  0.3879
C  -2.5220  -0.6743  -1.4609
C  -3.1043  -1.0871  -2.8489
C  -2.3083  -2.1112  -3.6235
C  -2.6593  -2.3762  -4.9420
C  -1.9057  -3.2363  -5.7242
C  -0.7861  -3.8654  -5.1976
C  -0.4510  -3.6607  -3.8740
C  -1.2128  -2.7973  -3.0914
H  -0.7617  -1.8455  4.9195
H  0.9260  -1.4313  4.4963
H  -0.4091  -0.3295  4.0736
H  0.4865  -3.6862  4.8015
H  0.8378  -6.0755  4.4463
H  0.4788  -7.0849  2.2132
H  -0.2477  -5.6443  0.3362
H  -3.2735  -0.3200  -0.7559
H  -4.1547  -1.3817  -2.8298
H  -3.5367  -1.9007  -5.3608
H  -2.1956  -3.4126  -6.7512
H  -0.1955  -4.5315  -5.8112
H  0.3980  -4.1667  -3.4325
Se  7.3687  2.6021  3.9380
N  5.9321  3.5775  3.6708
C  5.0272  2.8172  3.1045
C  3.7153  3.2735  2.6998
C  3.2804  4.5823  2.9245
C  2.0445  4.9600  2.4592
C  1.2784  4.0336  1.7610
N  1.6671  2.7828  1.5597
C  2.8597  2.3779  2.0403
C  3.2530  0.9815  1.8395
N  2.3716  0.1486  1.2602
C  2.7421  -1.0935  0.9890
C  3.9887  -1.6108  1.3150
C  4.8866  -0.7938  1.9649
C  4.5259  0.5287  2.2281
C  5.4302  1.4596  2.8647
N  6.6477  1.1577  3.2457
H  3.9292  5.2664  3.4542
H  1.6609  5.9579  2.6129
H  0.3225  4.3172  1.3516
H  2.0224  -1.7090  0.4647
H  4.2347  -2.6285  1.0483
H  5.8669  -1.1395  2.2635
F  -5.2677  3.8013  2.2815
C  -4.3765  3.7256  3.2691
F  -4.7942  2.8297  4.1584
F  -4.2702  4.9073  3.8579
S  -2.7637  3.1749  2.5312
O  -3.0653  1.8862  1.9583
O  -1.7902  3.1912  3.5873
N  -2.5458  4.3462  1.4921
S  -2.0953  4.1522  -0.0002
O  -1.7038  5.3909  -0.5734
O  -1.1780  3.0380  -0.2544
C  -3.6445  3.6648  -0.9254
F  -4.6177  4.5206  -0.6559
F  -4.0496  2.4329  -0.5999
F  -3.4002  3.6721  -2.2372
C  -2.3414  0.5562  -4.7204
C  -2.8609  0.3820  -3.3366
C  -1.8498  0.6042  -2.1843
C  -0.3887  0.4756  -2.5565
C  0.5976  0.5733  -1.5639
C  1.9283  0.4118  -1.9595
C  2.2784  0.1371  -3.2758
C  1.2968  0.1112  -4.2482
C  -0.0380  0.3176  -3.9066
C  -1.0396  0.4621  -4.9677
H  -3.0548  0.7367  -5.5146
H  -3.7687  0.9644  -3.1807
H  -1.9761  1.5166  -1.6090
H  2.7257  0.5062  -1.2321
H  3.3175  -0.0136  -3.5414
H  1.5569  -0.0601  -5.2859
H  -0.6593  0.5580  -5.9782

## Properties
Molar mass (g mol⁻¹): 1176.98
LUMO level (eV): -4.07
E_HOMO (eV): -10.47
Total charge: +1
Orbital gap (eV): 6.40

# 2
DFT (the ωB97M-V functional and the def2-TZVPD basis) results for an isolated molecule of C6H6O.

CARTESIAN COORDINATES (ANGSTROEM)
O  -2.0226  0.7233  0.9263
C  -1.1554  0.1055  0.0107
C  0.3411  0.6120  -0.2937
C  1.3257  0.6439  0.8086
C  2.1615  0.6734  1.6731
C  0.6342  -0.4610  -1.2647
C  0.3825  -1.4533  -1.8968
H  -2.3990  0.0187  1.4740
H  -1.0001  -0.9373  0.2941
H  -1.6161  0.1397  -0.9812
H  0.3804  1.5882  -0.8034
H  2.8816  0.6833  2.4688
H  0.0864  -2.3363  -2.4160

## Properties
Molar mass (g mol⁻¹): 94.11
Energy relative to the best compared isomer or geometry (same formula, charge and spin) (eV): 4.682
SMILES: C#CC(C#C)CO
LUMO level (eV): 0.72
E_HOMO (eV): -9.95
Orbital gap (eV): 10.67

# 3
DFT (the ωB97M-V functional and the def2-TZVPD basis) results for a structure of composition CH2Br2S at a distorted geometry.

CARTESIAN COORDINATES (ANGSTROEM)
C  -0.7764  -0.4500  0.5739
S  1.8116  0.2952  -1.0296
Br  -1.1711  -2.2255  0.1825
Br  -2.1536  0.8401  0.4333
H  0.2135  -0.0815  0.5683
H  2.0760  1.6216  -0.7283

## Properties
Molar mass (g mol⁻¹): 205.90
Energy relative to the best compared isomer or geometry (same formula, charge and spin) (eV): 2.829
LUMO level (spin up / spin down) (eV): -2.59 / -0.73
E_HOMO (spin up / spin down) (eV): -8.49 / -10.13
Orbital gap (spin up / spin down) (eV): 5.90 / 9.40

# 4
DFT (the ωB97M-V functional and the def2-TZVPD basis) results for a structure of composition C41H38CoN3O5P2Se3Te.

CARTESIAN COORDINATES (ANGSTROEM)
Co  -0.2349  2.2068  1.7595
Se  2.1052  1.9072  2.1876
Se  2.0055  2.7547  4.4040
Te  -0.2679  3.8695  4.1379
Se  0.2249  6.0713  3.1534
C  -0.6109  3.9319  -1.5826
C  -1.1268  4.1459  -0.1606
C  -1.6692  5.5547  0.0260
O  -0.0211  3.8876  0.7218
C  -2.2560  3.1407  0.1711
O  -3.2362  3.0949  -0.5648
O  -2.0805  2.4314  1.2248
H  0.0426  4.7606  -1.8653
H  -1.4527  3.8781  -2.2720
H  -0.0339  3.0058  -1.6112
H  -0.8982  6.2903  -0.2093
H  -1.9861  5.7217  1.0536
H  -2.5148  5.6857  -0.6479
H  0.2042  4.6679  1.2908
O  2.3622  2.3489  -1.1868
P  2.4361  1.5457  -2.4198
C  0.8687  0.7018  -2.7999
P  0.0308  -0.0657  -1.3823
O  -0.3820  0.8478  -0.2933
C  1.1224  -1.3861  -0.8184
C  1.4930  -1.3418  0.5217
C  2.3702  -2.2914  1.0269
C  2.8721  -3.2822  0.2001
C  2.5090  -3.3274  -1.1416
C  1.6391  -2.3798  -1.6504
C  -1.4399  -0.7898  -2.1511
C  -2.4056  0.1145  -2.5975
C  -3.6020  -0.3451  -3.1194
C  -3.8473  -1.7100  -3.1944
C  -2.9030  -2.6118  -2.7302
C  -1.7028  -2.1536  -2.2024
C  2.7409  2.5460  -3.9042
C  1.9063  3.6549  -4.0597
C  2.0764  4.5170  -5.1282
C  3.0897  4.2881  -6.0491
C  3.9348  3.2001  -5.8919
C  3.7635  2.3329  -4.8216
C  3.6913  0.2469  -2.3630
C  4.4448  0.1813  -1.1952
C  5.4309  -0.7879  -1.0687
C  5.6688  -1.6790  -2.1020
C  4.9096  -1.6235  -3.2655
C  3.9163  -0.6685  -3.3900
H  1.0096  -0.0650  -3.5662
H  0.1843  1.4534  -3.2083
H  1.1264  -0.5495  1.1577
H  2.6690  -2.2330  2.0659
H  3.5612  -4.0183  0.5946
H  2.9168  -4.0919  -1.7905
H  1.3722  -2.4106  -2.7012
H  -2.2461  1.1806  -2.4832
H  -4.3516  0.3640  -3.4445
H  -4.7849  -2.0682  -3.5987
H  -3.1026  -3.6752  -2.7670
H  -0.9806  -2.8613  -1.8175
H  1.1366  3.8537  -3.3190
H  1.4267  5.3757  -5.2349
H  3.2285  4.9662  -6.8809
H  4.7382  3.0302  -6.5966
H  4.4464  1.5047  -4.6976
H  4.2320  0.8774  -0.3922
H  6.0077  -0.8455  -0.1550
H  6.4397  -2.4320  -1.9991
H  5.0865  -2.3300  -4.0660
H  3.3173  -0.6380  -4.2935
N  -3.7127  -3.4119  4.2495
C  -4.0715  -4.3262  5.2157
C  -5.0298  -5.3322  5.2493
C  -5.1054  -6.0785  6.4103
C  -4.2531  -5.8328  7.4985
C  -3.3034  -4.8329  7.4555
C  -3.2122  -4.0673  6.2941
N  -2.3624  -3.0204  5.9877
C  -2.6908  -2.6580  4.7760
C  -2.0517  -1.5706  4.0199
C  -0.9802  -0.8854  4.5765
C  -0.3903  0.1320  3.8530
N  -0.8172  0.4949  2.6345
C  -1.8513  -0.1643  2.0923
C  -2.4855  -1.2014  2.7487
H  -4.1340  -3.2924  3.3474
H  -5.6897  -5.5240  4.4133
H  -5.8382  -6.8712  6.4839
H  -4.3486  -6.4419  8.3876
H  -2.6455  -4.6363  8.2909
H  -0.6192  -1.1365  5.5627
H  0.4579  0.6853  4.2380
H  -2.1674  0.1731  1.1184
H  -3.3182  -1.6776  2.2512

## Properties
Multiplicity: 2
Molar mass (g mol⁻¹): 1138.13
Energy relative to the best compared isomer or geometry (same formula, charge and spin) (eV): 0.000
LUMO level (spin up / spin down) (eV): 1.80 / 1.80
E_HOMO (spin up / spin down) (eV): -3.35 / -3.63
Total charge: -1
Orbital gap (spin up / spin down) (eV): 5.15 / 5.43

# 5
DFT (the ωB97M-V functional and the def2-TZVPD basis) results for a cluster of 2 separate species, C3H10NS in total at a distorted geometry.

CARTESIAN COORDINATES (ANGSTROEM)
C  1.2431  -0.4483  1.0710
C  0.8008  0.2317  -1.3009
C  -1.0866  -0.0420  0.3533
N  0.3498  0.3561  0.1242
S  -2.2837  1.1977  -0.0828
H  1.5821  -1.2257  0.5031
H  1.9706  0.3216  1.4888
H  0.6379  -0.7708  1.9431
H  0.4964  -0.6824  -1.7727
H  0.2792  0.9055  -1.9825
H  1.8471  0.2945  -1.5513
H  -1.1394  -0.6922  1.1993
H  -1.6203  -1.3951  -0.9940
H  0.3284  1.3593  0.4646
H  -3.4055  0.5901  0.5368

## Properties
Molar mass (g mol⁻¹): 92.19
Energy relative to the best compared isomer or geometry (same formula, charge and spin) (eV): 5.086
LUMO level (spin up / spin down) (eV): -4.71 / -4.50
E_HOMO (spin up / spin down) (eV): -13.25 / -12.96
Total charge: +1
Orbital gap (spin up / spin down) (eV): 8.54 / 8.46

# 6
DFT (the ωB97M-V functional and the def2-TZVPD basis) results for a cluster of 2 separate species, CH5N2 in total at a distorted geometry.

CARTESIAN COORDINATES (ANGSTROEM)
C  0.0805  0.0417  -0.5489
N  0.6069  0.8090  0.3273
N  -0.8251  -0.8794  -0.3641
H  0.4366  0.1859  -1.5751
H  1.3088  1.5114  0.1676
H  0.1903  0.8256  1.9995
H  -1.1869  -1.4198  -1.1358
H  -1.1884  -1.0791  0.5607

## Properties
Molar mass (g mol⁻¹): 45.06
Energy relative to the best compared isomer or geometry (same formula, charge and spin) (eV): 3.448
LUMO level (eV): -6.64
E_HOMO (eV): -16.24
Total charge: +1
Orbital gap (eV): 9.59

no.,calculated total energy (Eh)
1,-6402.2882
2,-307.2914
3,-5585.3887
4,-11663.7551
5,-572.8123
6,-150.2511